Here is C49H45AsCl2KN6O7S4 as an isolated structure from OMol25. Energies are from ωB97M-V/def2-TZVPD.

Properties
Multiplicity: 2
Charge: -2
ΔE to the lowest compared entry with this formula, charge and spin (kcal/mol): 0.0
Lowest unoccupied orbital energy (alpha / beta) (eV): 3.32 / 3.32
HOMO-LUMO gap (alpha / beta) (eV): 3.22 / 5.89
⟨S²⟩: 0.793
E (a.u.): -8098.33067

Last column: Löwdin spin population.
Atoms and positions in Å:
1 As -0.067 1.946 1.955  0.000
2 K 0.363 -0.435 -0.268  0.001
3 Cl -1.536 -1.529 4.489  0.000
4 Cl 1.380 -5.958 5.473  0.000
5 S -5.797 4.122 0.207  0.016
6 S 4.571 5.352 1.929  0.000
7 S -0.256 3.834 -2.826  0.000
8 S -0.165 -6.512 -0.166  0.036
9 O 0.237 0.900 -2.479  0.000
10 O 7.080 2.392 1.370  0.000
11 O 5.771 6.154 1.885  0.000
12 O 4.553 4.159 2.738  0.000
13 O 0.049 -1.407 2.016  0.000
14 O 1.920 -2.636 0.142  0.000
15 O 6.428 0.853 2.725  0.000
16 N 2.961 0.841 0.516  0.000
17 N 6.233 1.616 1.798  0.000
18 N -1.711 -2.396 -0.530  0.090
19 N -0.897 1.216 -3.045  0.001
20 N -2.381 0.280 -0.393  0.080
21 N 4.476 2.442 0.218  0.000
22 C -0.294 -2.647 3.994  0.000
23 C 3.262 1.945 -0.149  0.000
24 C -0.041 2.015 5.687  0.000
25 C -3.015 -2.033 -0.287  0.087
26 C 1.318 -3.401 2.352  0.000
27 C -3.493 4.459 -0.850  0.044
28 C 2.394 2.600 -1.149  0.000
29 C -5.045 1.068 -0.118  0.029
30 C 0.978 1.295 3.514  0.000
31 C 0.341 -2.395 2.712  0.000
32 C 4.990 3.727 -0.228  0.000
33 C 0.619 3.794 1.939  0.000
34 C -2.729 1.539 -0.435  -0.007
35 C -3.389 1.692 -4.138  0.000
36 C -2.611 -7.247 -0.094  0.061
37 C -5.717 -1.301 0.109  -0.003
38 C -3.649 -4.360 -0.036  0.080
39 C -3.362 -0.669 -0.257  0.066
40 C 1.620 -4.472 3.207  0.000
41 C 2.029 -3.396 1.088  0.000
42 C -4.725 -0.276 -0.083  0.039
43 C -0.071 2.818 6.817  0.000
44 C 3.485 6.914 3.844  0.000
45 C -4.082 5.746 -0.743  0.000
46 C -1.852 -6.095 -0.166  0.011
47 C -2.298 -4.725 -0.220  0.116
48 C -1.404 -3.665 -0.479  -0.004
49 C -4.306 3.455 -0.379  0.000
50 C 1.955 3.115 4.950  0.000
51 C -1.837 -8.434 -0.053  0.000
52 C -5.332 5.725 -0.203  0.045
53 C -4.048 2.029 -0.320  0.094
54 C 4.140 4.901 0.261  0.000
55 C 3.225 6.397 2.437  0.000
56 C 1.928 3.915 6.085  0.000
57 C -2.542 2.724 -3.826  0.001
58 C 0.968 2.152 4.730  0.000
59 C -2.970 0.382 -3.898  0.000
60 C -1.788 2.308 2.811  0.000
61 C -0.497 -8.199 -0.091  0.059
62 C 4.010 0.594 1.336  0.000
63 C -1.731 0.191 -3.354  0.000
64 C 0.992 -4.619 4.412  0.000
65 C 4.959 1.565 1.180  0.000
66 C -1.262 2.523 -3.258  0.000
67 C -5.380 -2.604 0.123  0.011
68 C 0.012 -3.697 4.807  0.000
69 C -4.016 -3.031 -0.069  0.031
70 C 0.914 3.775 7.022  0.000
71 H 2.758 -4.234 1.012  0.000
72 H -0.798 1.254 5.539  0.000
73 H 3.075 4.666 0.232  0.000
74 H -1.912 2.251 -0.553  -0.002
75 H 3.165 7.204 1.705  0.000
76 H -2.833 3.753 -3.981  0.000
77 H -0.356 -3.894 -0.669  -0.002
78 H 2.762 3.225 4.233  0.000
79 H -4.370 1.900 -4.546  0.000
80 H -2.263 -9.427 0.000  -0.002
81 H -6.749 -0.994 0.249  -0.001
82 H -0.505 -3.818 5.750  0.000
83 H 4.987 3.734 -1.318  0.000
84 H -6.136 -3.367 0.281  0.000
85 H -2.411 2.863 2.108  0.000
86 H 2.641 7.523 4.168  0.000
87 H 4.390 7.517 3.875  0.000
88 H 6.017 3.821 0.103  0.000
89 H 1.991 1.168 3.128  0.000
90 H 0.306 -8.916 -0.073  0.004
91 H -1.332 -0.775 -3.081  0.000
92 H 0.417 4.322 2.873  0.000
93 H 1.700 3.731 1.790  0.000
94 H -6.085 1.362 -0.005  0.002
95 H 2.940 3.258 -1.824  0.000
96 H -3.690 -7.235 -0.084  0.007
97 H 1.839 1.881 -1.754  0.000
98 H -2.269 1.351 3.015  0.000
99 H 2.359 -5.198 2.890  0.000
100 H 3.592 6.083 4.538  0.000
101 H 0.170 4.325 1.097  0.000
102 H -4.409 -5.110 0.153  0.007
103 H -2.516 4.289 -1.288  0.003
104 H 0.569 0.304 3.704  0.000
105 H -1.677 2.880 3.734  0.000
106 H -0.863 2.688 7.544  0.000
107 H 4.319 5.777 -0.361  0.000
108 H 2.317 5.797 2.382  0.000
109 H -5.995 6.556 -0.029  0.003
110 H 0.898 4.398 7.908  0.000
111 H -3.599 -0.476 -4.090  0.000
112 H 4.053 -0.265 1.984  0.000
113 H 1.611 3.193 -0.671  0.000
114 H 2.714 4.643 6.246  0.000
115 H -3.592 6.649 -1.077  -0.001


Here is C49H45N5OPPtS2 as an isolated structure at a distorted geometry from OMol25. Energies are from ωB97M-V/def2-TZVPD.

Properties
Multiplicity: 3
Charge: +1
ΔE to the lowest compared entry with this formula, charge and spin (kcal/mol): 60.6
Lowest unoccupied orbital energy (alpha / beta) (eV): -2.61 / -5.90
HOMO-LUMO gap (alpha / beta) (eV): 7.10 / 3.96
⟨S²⟩: 2.016
E (a.u.): -3499.94665

Last column: Löwdin spin population.
Atoms and positions in Å:
1 Pt 0.253 -0.329 0.642  0.371
2 S 0.172 1.919 0.980  0.439
3 S -1.714 0.103 -0.865  0.255
4 P 3.464 -1.199 0.450  0.012
5 O 1.446 -5.980 -3.496  0.000
6 N -1.622 3.828 0.291  0.247
7 N 0.094 -2.396 0.713  0.008
8 N 0.729 -5.398 -1.430  0.000
9 N -3.623 2.008 -0.254  0.088
10 N 0.082 -4.104 -3.397  0.000
11 C -4.478 1.509 3.859  0.000
12 C -3.357 -4.754 -2.130  0.000
13 C 1.132 -0.014 3.482  0.003
14 C -2.067 -4.902 -2.455  0.000
15 C 0.998 6.058 -3.515  0.000
16 C -1.347 2.471 0.370  0.239
17 C 7.619 -1.371 0.612  0.000
18 C 0.227 -4.517 -0.449  0.001
19 C 0.799 -5.185 -2.822  0.000
20 C 0.519 -3.137 -0.349  0.007
21 C -0.521 -4.390 1.827  0.000
22 C 3.345 -0.355 4.388  0.001
23 C 3.768 -0.840 3.162  0.003
24 C -3.862 3.337 -0.724  0.016
25 C 1.598 -0.309 2.177  0.003
26 C -5.641 0.872 4.270  0.000
27 C -5.019 1.029 1.584  0.004
28 C 6.348 -0.971 0.339  0.001
29 C -4.122 1.572 2.527  0.004
30 C -0.180 5.359 -3.423  0.000
31 C 3.693 0.438 -0.316  0.002
32 C 7.789 -2.506 1.445  0.001
33 C 1.632 6.487 -2.358  0.000
34 C 6.649 -3.186 1.934  0.000
35 C -4.753 1.037 0.103  0.008
36 C 1.112 6.126 -1.103  0.001
37 C -0.250 -5.175 0.719  0.003
38 C 2.899 -0.774 2.072  0.001
39 C 0.007 5.264 -0.985  0.010
40 C -5.493 -3.335 -2.401  0.000
41 C 3.996 0.464 -1.710  0.000
42 C -2.352 1.537 -0.167  0.180
43 C -0.670 4.986 -2.207  0.000
44 C -0.260 -3.084 1.855  0.002
45 C 5.350 -2.929 1.384  0.001
46 C 4.094 1.684 -2.360  0.001
47 C -0.552 4.857 0.347  0.018
48 C -3.343 -2.705 -3.357  0.000
49 C -1.326 -3.957 -3.209  0.000
50 C 2.003 0.029 4.565  0.002
51 C 4.268 2.851 -1.637  0.000
52 C -2.956 4.286 0.093  0.026
53 C -4.063 -3.629 -2.575  0.000
54 C -6.157 0.388 2.053  0.001
55 C 4.046 2.840 -0.257  0.003
56 C 5.200 -1.738 0.736  0.004
57 C -2.008 -2.785 -3.745  0.000
58 C 3.708 1.657 0.387  0.004
59 C -6.569 0.415 3.369  0.000
60 H -6.731 -0.160 1.276  0.000
61 H 1.503 -5.963 -1.095  0.000
62 H 2.529 7.150 -2.385  0.000
63 H -5.830 0.795 5.287  0.000
64 H -0.406 -6.246 0.676  0.000
65 H 8.394 -0.718 0.294  0.000
66 H 6.173 -0.043 -0.239  0.000
67 H -4.950 3.691 -0.601  0.000
68 H 1.405 6.358 -4.492  0.000
69 H -3.936 -1.958 -3.896  0.000
70 H -1.048 5.728 0.849  0.003
71 H -1.555 -5.796 -2.174  0.000
72 H -0.710 5.160 -4.321  0.000
73 H -3.719 3.489 -1.790  0.002
74 H -0.338 -2.486 2.721  0.000
75 H 6.781 -3.997 2.694  0.000
76 H 4.797 -1.198 3.037  0.000
77 H 1.545 0.358 5.492  0.000
78 H -1.015 -4.805 2.685  0.000
79 H -3.496 4.445 1.044  0.012
80 H -3.799 1.792 4.630  0.000
81 H -5.936 -3.808 -1.413  0.000
82 H 1.663 6.557 -0.219  0.000
83 H -4.405 0.056 -0.296  0.003
84 H -7.593 0.070 3.547  0.000
85 H 4.275 3.753 0.371  0.000
86 H -1.521 -2.018 -4.279  0.000
87 H 3.685 1.624 1.505  0.000
88 H 4.738 3.707 -2.147  0.000
89 H -2.978 5.259 -0.466  0.002
90 H 4.097 -0.185 5.214  0.000
91 H -5.658 -2.243 -2.308  0.000
92 H -3.768 -5.258 -1.258  0.000
93 H -3.170 1.994 2.217  0.003
94 H -1.600 4.429 -2.271  0.000
95 H -5.631 1.337 -0.589  0.000
96 H 4.474 -3.578 1.599  0.000
97 H 4.298 1.719 -3.420  0.000
98 H 0.984 -2.537 -1.142  0.002
99 H 8.786 -2.842 1.711  0.000
100 H 0.251 4.532 1.023  0.004
101 H 0.104 0.379 3.714  0.000
102 H 0.370 -3.962 -4.381  0.000
103 H 4.356 -0.490 -2.155  0.000
104 H -6.150 -3.553 -3.286  0.000